No. 1
17
Properties=species:S:1:pos:R:3:nbo_charge:R:1 method="wB97M-V/def2-TZVPD" mol_weight_g_mol=96.15 gap_ev=10.11 charge=+1 total_energy_ev=-7861.08001
C -1.0116 1.1106 -0.6683 -0.45
C -1.7763 -0.4092 0.8511 -0.48
C 0.4201 -1.2181 -0.7142 -0.23
C -1.4061 -0.2555 -0.5771 0.16
C -0.5288 0.5324 0.6703 0.09
C 1.8323 0.5399 0.1705 -0.43
N 0.6450 -0.3049 0.4451 -0.40
H -0.2031 1.3714 -1.2880 0.24
H -1.8639 1.6549 -0.6286 0.27
H -2.7200 0.0862 1.1896 0.28
H -1.8479 -1.4647 1.3336 0.28
H 0.2754 -2.2482 -0.5380 0.24
H 0.7977 -0.9480 -1.6840 0.24
H 2.5638 -0.0827 -0.1997 0.22
H 1.6274 1.3288 -0.7026 0.24
H 2.3135 1.1481 1.0653 0.27
H 0.8828 -0.8411 1.2750 0.46

No. 2
32
Properties=species:S:1:pos:R:3:lowdin_spin:R:1 method="wB97M-V/def2-TZVPD" s2=2.022 mol_weight_g_mol=184.35 gap_ev="7.27 / 6.83" spin_multiplicity=3 charge=0 total_energy_ev=-20614.27109
C 1.4021 2.0251 1.2245 0.27
C 1.5167 0.8409 0.6530 0.12
C 2.7942 0.2405 0.2800 0.49
C 4.0626 0.6838 1.0238 0.13
C -1.6119 -1.6219 1.6882 0.00
C -1.1455 -1.1879 -2.5444 0.00
C -2.7534 1.1778 -0.7327 0.00
C -0.4559 -1.8426 0.7053 0.00
C 0.1285 -0.4765 -1.9379 0.00
C -1.5113 1.1983 0.1239 0.00
O 2.6813 -0.8650 -0.2238 0.91
Si -0.1245 -0.0463 -0.1826 -0.01
H 0.5334 2.3427 1.5945 0.03
H 2.3431 2.5005 1.6052 0.02
H 3.7596 1.2770 1.9299 0.01
H 4.8097 1.3448 0.5796 0.02
H 4.6150 -0.2608 1.3150 0.01
H -1.1484 -0.8036 2.2919 0.00
H -2.5880 -1.4187 1.2403 0.00
H -1.8990 -2.4980 2.3270 0.00
H -1.7201 -1.8133 -1.9021 0.00
H -1.7353 -0.2533 -2.7765 0.00
H -1.0636 -1.7521 -3.4932 0.00
H -2.4886 0.8346 -1.7880 0.00
H -3.5798 0.5771 -0.2986 0.00
H -3.1770 2.1671 -0.7986 0.00
H -0.6581 -2.6230 -0.0077 0.00
H 0.5040 -2.1628 1.1998 0.00
H 0.4540 0.3845 -2.5037 0.00
H 1.0068 -1.0741 -2.0232 0.00
H -1.9217 0.9700 1.1472 0.00
H -1.0289 2.1349 0.2841 0.00

No. 3
43
Properties=species:S:1:pos:R:3:nbo_charge:R:1 method="wB97M-V/def2-TZVPD" mol_weight_g_mol=361.14 gap_ev=10.10 charge=-1 total_energy_ev=-50562.89164
P -13.5187 9.5352 -15.9790 2.59
F -13.8750 10.0261 -14.4200 -0.60
F -12.5400 8.3861 -15.3218 -0.58
F -14.8479 8.4879 -15.9925 -0.59
F -13.2615 9.0873 -17.5417 -0.58
F -14.4642 10.7528 -16.3917 -0.60
F -12.2640 10.6101 -16.1209 -0.60
O -10.4323 7.1365 -16.6612 -0.95
H -11.2038 7.6807 -16.8186 0.47
H -9.6995 7.7524 -16.6647 0.47
O -17.7652 8.7143 -16.1645 -0.94
H -18.4350 8.3698 -15.5738 0.48
H -17.7799 8.1214 -16.9158 0.48
O -12.1658 12.8649 -13.8650 -0.94
H -12.8278 12.1942 -14.0326 0.48
H -12.6564 13.6865 -13.8444 0.47
O -16.8022 10.3217 -14.1912 -0.99
H -17.0269 10.0041 -15.0658 0.50
H -15.8518 10.4330 -14.2131 0.48
O -15.1205 11.6881 -12.2500 -0.97
H -15.7883 11.0568 -12.5178 0.48
H -15.0193 12.2658 -13.0065 0.48
O -9.0189 9.2895 -14.8388 -0.96
H -9.9128 9.3868 -14.5107 0.48
H -9.0868 9.4678 -15.7768 0.47
O -14.3447 12.5553 -18.3903 -0.95
H -14.2086 11.8507 -17.7568 0.49
H -14.5535 13.3215 -17.8560 0.45
O -9.8604 10.2984 -17.3708 -0.98
H -9.8441 10.9674 -18.0552 0.48
H -10.5946 10.5474 -16.8093 0.50
O -15.9130 6.8278 -14.1160 -0.95
H -15.1762 6.9822 -14.7072 0.49
H -15.7402 5.9658 -13.7373 0.45
O -15.0936 13.3358 -14.4651 -0.95
H -14.8587 13.4857 -15.3808 0.48
H -15.6289 14.0930 -14.2276 0.48
O -11.6481 9.9764 -12.2887 -0.95
H -12.1885 9.1863 -12.2866 0.47
H -12.1194 10.5879 -12.8547 0.48
O -13.8533 5.5226 -16.5889 -0.95
H -13.1948 6.1764 -16.3537 0.48
H -13.8644 5.5268 -17.5460 0.47

No. 4
14
Properties=species:S:1:pos:R:3:lowdin_spin:R:1 method="wB97M-V/def2-TZVPD" s2=0.750 mol_weight_g_mol=157.16 gap_ev="4.84 / 8.32" spin_multiplicity=2 charge=0 total_energy_ev=-30856.81065
O 3.4920 0.8442 1.0819 0.01
C 2.7417 0.6142 0.2263 0.02
O 2.2154 0.2613 -0.7645 0.06
O 0.3154 1.8700 0.6014 0.06
C -0.4345 1.0571 1.3362 0.01
C -1.0607 -0.0011 0.7897 0.01
O -1.0243 -0.0902 -0.6015 0.07
C -1.0782 -1.4050 -1.1412 0.02
Ca 0.0669 1.7015 -1.4255 0.72
H -0.3959 1.1520 2.4283 0.00
H -1.5583 -0.8066 1.3267 0.00
H -1.0416 -1.3090 -2.2315 0.02
H -0.2223 -1.9981 -0.7894 0.00
H -2.0157 -1.8903 -0.8370 0.00

No. 5
81
Properties=species:S:1:pos:R:3:lowdin_spin:R:1 method="wB97M-V/def2-TZVPD" s2=6.012 mol_weight_g_mol=908.77 gap_ev="7.68 / 5.96" spin_multiplicity=5 charge=+2 total_energy_ev=-137231.86582
Ir 0.6010 -0.3774 -0.0224 2.43
O -0.5819 3.0859 -2.8269 0.00
C -0.3672 2.0545 -2.0176 0.00
O 0.5500 1.2794 -2.1224 0.04
C -1.4323 1.9119 -0.9731 0.01
C -2.5134 2.7653 -0.8426 0.02
C -3.4293 2.5153 0.1752 0.00
C -3.2470 1.4181 1.0024 0.02
C -2.1368 0.6143 0.7909 0.04
N -1.2566 0.8661 -0.1708 0.09
C -1.7893 -0.6542 1.6126 0.06
O -2.4937 -0.6281 2.8212 0.01
O -0.4716 -0.7985 1.7956 0.16
H 0.1225 3.1135 -3.4893 0.00
H -2.6216 3.6090 -1.5083 0.00
H -4.2750 3.1752 0.3176 0.00
H -3.9318 1.1827 1.8060 0.00
H -1.8191 -0.6387 3.5108 0.00
Br 7.2118 1.1241 -0.0135 0.00
C 5.3761 0.7651 -0.0595 0.00
C 4.8515 -0.0689 -1.0366 0.00
C 3.4944 -0.3155 -1.0273 0.01
N 2.6683 0.2245 -0.1235 0.07
C 3.1812 1.0410 0.8062 0.02
C 4.5279 1.3341 0.8783 0.00
H 5.4833 -0.5100 -1.7942 0.00
H 3.0335 -0.9507 -1.7740 0.00
H 2.4828 1.4678 1.5140 0.00
H 4.9023 1.9941 1.6474 0.00
O 0.7697 -2.3204 -1.3372 0.07
C 1.3450 -2.9822 -0.4389 0.01
O 1.7683 -2.5030 0.6404 0.06
C 1.5666 -4.4834 -0.6755 0.00
N 2.3510 -4.9846 0.5198 0.00
C 3.7304 -5.3893 0.0503 0.00
C 3.8766 -4.6680 -1.2806 0.00
C 2.4712 -4.7637 -1.8754 0.00
H 0.6038 -4.9858 -0.7266 0.00
H 1.8797 -5.7339 1.0160 0.00
H 2.3880 -4.1381 1.1281 0.00
H 3.7318 -6.4696 -0.0781 0.00
H 4.4563 -5.1158 0.8104 0.00
H 4.6362 -5.1344 -1.9033 0.00
H 4.1610 -3.6260 -1.1177 0.00
H 2.2882 -5.7669 -2.2631 0.00
H 2.2795 -4.0496 -2.6730 0.00
N -2.3112 -1.6701 0.6608 0.71
P -3.7964 -2.4265 0.6048 0.07
C -4.7228 -2.5096 2.1203 0.00
C -5.8021 -1.6619 2.3550 0.00
C -6.4359 -1.6841 3.5875 0.00
C -5.9909 -2.5436 4.5814 0.00
C -4.9069 -3.3842 4.3517 0.00
C -4.2713 -3.3686 3.1246 0.00
C -3.4027 -4.0716 0.0094 0.02
C -2.4898 -4.1637 -1.0454 0.00
C -2.2708 -5.3893 -1.6521 0.00
C -2.9485 -6.5194 -1.2049 0.00
C -3.8486 -6.4256 -0.1535 0.00
C -4.0850 -5.2002 0.4533 0.00
C -4.7274 -1.6123 -0.6917 0.03
C -4.0877 -0.8010 -1.6275 0.00
C -4.8117 -0.2782 -2.6878 0.00
C -6.1621 -0.5698 -2.8198 0.00
C -6.7938 -1.3976 -1.9003 0.00
C -6.0794 -1.9275 -0.8391 0.00
H -6.1479 -0.9807 1.5866 0.00
H -7.2790 -1.0311 3.7704 0.00
H -6.4919 -2.5623 5.5405 0.00
H -4.5600 -4.0484 5.1320 0.00
H -3.4176 -4.0150 2.9524 0.00
H -1.9576 -3.2854 -1.3919 0.00
H -1.5837 -5.4589 -2.4867 0.00
H -2.7846 -7.4741 -1.6882 0.00
H -4.3819 -7.3035 0.1869 0.00
H -4.8117 -5.1285 1.2542 0.00
H -3.0282 -0.5977 -1.5432 0.00
H -4.3181 0.3491 -3.4188 0.00
H -6.7244 -0.1603 -3.6490 0.00
H -7.8434 -1.6353 -2.0126 0.00
H -6.5760 -2.5838 -0.1329 0.00

No. 6
88
Properties=species:S:1:pos:R:3:lowdin_spin:R:1 method="wB97M-V/def2-TZVPD" s2=0.789 mol_weight_g_mol=863.73 gap_ev="6.12 / 6.34" spin_multiplicity=2 charge=-1 total_energy_ev=-112612.22505
Ag -0.2299 -0.6398 0.6070 0.00
O 0.3556 3.9473 0.4204 0.00
S -0.0401 2.6663 -0.1702 0.00
C -1.5378 3.0984 -1.1065 0.00
C -1.9191 4.4250 -1.2043 0.00
C -3.1673 4.7490 -1.7044 0.00
C -4.0664 3.7383 -2.0099 0.00
C -3.6988 2.4121 -1.8657 0.00
C -2.4049 2.0779 -1.4744 0.00
P -1.7723 0.3637 -1.3521 0.00
C -1.9542 -0.2441 -3.0707 0.00
C -2.8828 0.1893 -4.0142 0.00
C -2.9446 -0.4131 -5.2587 0.00
C -2.0481 -1.4159 -5.5909 0.00
C -1.1079 -1.8396 -4.6636 0.00
C -1.0654 -1.2639 -3.4054 0.00
C -3.2563 -0.3251 -0.5458 0.00
C -4.2459 -1.0569 -1.1867 0.00
C -5.3444 -1.4967 -0.4668 0.00
C -5.4540 -1.2051 0.8807 0.00
C -4.4718 -0.4646 1.5185 0.00
C -3.3675 -0.0324 0.8122 0.00
C 1.1469 2.5425 -1.5454 0.00
C 1.1249 3.4609 -2.5771 0.00
C 2.2282 3.6038 -3.4035 0.00
C 3.3633 2.8523 -3.1564 0.00
C 3.3713 1.9096 -2.1452 0.00
C 2.2522 1.7155 -1.3357 0.00
P 2.1325 0.4118 -0.0578 0.03
C 2.3808 1.3078 1.4769 0.23
C 1.8736 0.6271 2.6899 0.05
C 2.3452 1.2358 3.9406 0.19
C 2.8707 2.4860 3.9556 0.01
C 3.1158 3.2014 2.7643 0.25
C 2.8767 2.5955 1.5416 0.00
C 3.8091 -0.3179 -0.2920 0.02
C 4.8421 -0.1030 0.6147 0.01
C 6.1290 -0.5096 0.3140 0.00
C 6.3934 -1.1399 -0.8892 0.00
C 5.3620 -1.3981 -1.7801 0.00
C 4.0714 -1.0079 -1.4759 0.00
H -1.2340 5.1835 -0.8546 0.00
H -3.4613 5.7837 -1.8107 0.00
H -5.0643 3.9855 -2.3451 0.00
H -4.4301 1.6314 -2.0173 0.00
H -3.5687 0.9890 -3.7871 0.00
H -3.6979 -0.0958 -5.9708 0.00
H -2.0960 -1.8740 -6.5704 0.00
H -0.4091 -2.6247 -4.9184 0.00
H -0.3605 -1.6091 -2.6567 0.00
H -4.1540 -1.2903 -2.2379 0.00
H -6.1150 -2.0725 -0.9625 0.00
H -6.3079 -1.5541 1.4433 0.00
H -4.5672 -0.2329 2.5687 0.00
H -2.5822 0.5376 1.3053 0.00
H 0.2491 4.0754 -2.7281 0.00
H 2.2104 4.3178 -4.2148 0.00
H 4.2574 3.0057 -3.7452 0.00
H 4.2670 1.3371 -1.9713 0.00
H 1.9597 -0.4661 2.6694 0.01
H 2.1588 0.6911 4.8575 0.01
H 3.1159 2.9467 4.9050 -0.01
H 3.5106 4.2057 2.8156 0.02
H 3.1160 3.1210 0.6262 -0.01
H 4.6306 0.3913 1.5529 0.00
H 6.9307 -0.3093 1.0117 0.00
H 7.4029 -1.4366 -1.1320 0.00
H 5.5731 -1.8846 -2.7232 0.00
H 3.2596 -1.2184 -2.1617 0.00
C 0.6078 -6.1416 4.1098 0.00
C 0.9549 -5.3416 2.8556 0.00
O -0.1750 -4.6539 2.3880 0.00
P -0.0716 -3.0248 1.9295 0.00
S 0.0058 0.9584 2.5750 0.15
S -0.4827 -3.0611 -0.0382 0.00
O -1.5612 -2.5873 2.4877 0.00
C -1.8036 -2.6090 3.8823 0.00
C -1.9927 -1.2130 4.4589 0.00
H 1.4701 -6.7242 4.4322 0.00
H -0.2237 -6.8154 3.9067 0.00
H 0.3158 -5.4666 4.9119 0.00
H 1.3093 -6.0286 2.0742 0.00
H 1.7671 -4.6323 3.0784 0.00
H -0.9636 -3.0971 4.3936 0.00
H -2.7038 -3.2239 4.0404 0.00
H -1.1686 -0.5711 4.1450 0.00
H -2.0267 -1.2700 5.5465 0.00
H -2.9155 -0.7717 4.0908 0.00

No. 7
11
Properties=species:S:1:pos:R:3:nbo_charge:R:1 method="wB97M-V/def2-TZVPD" mol_weight_g_mol=89.07 gap_ev=8.13 charge=-1 total_energy_ev=-9334.34673
O -0.3361 3.2826 -0.4818 -0.58
C -0.2200 2.0177 -0.5676 0.41
C -0.6493 1.1957 0.5520 -0.75
H 0.2766 1.3470 -1.2482 0.16
H -0.6357 0.2133 0.0887 0.29
H -1.6850 1.6007 1.0793 0.20
H 0.0124 1.0800 1.4203 0.26
O 1.8022 -3.4801 0.0668 -0.75
C 0.8506 -2.6804 -0.1955 0.63
O 0.7170 -1.3414 -0.3783 -0.87
H -0.1328 -3.2352 -0.3358 -0.01

No. 8
13
Properties=species:S:1:pos:R:3:nbo_charge:R:1 method="wB97M-V/def2-TZVPD" mol_weight_g_mol=98.10 gap_ev=11.33 charge=0 total_energy_ev=-9375.24641
C 2.3189 -1.4296 -0.1459 -0.20
C 1.3499 -0.7167 -0.1423 -0.04
C 0.1724 0.1578 -0.1352 0.00
C -0.6743 0.0267 -1.3946 -0.61
O -0.6280 -0.2206 1.0091 -0.49
C -1.0611 0.7719 1.7953 0.65
O -0.8857 1.9493 1.6217 -0.58
H 3.1783 -2.0637 -0.1376 0.24
H 0.4840 1.1975 0.0030 0.24
H -1.0530 -0.9942 -1.4924 0.22
H -0.0712 0.2641 -2.2760 0.23
H -1.5182 0.7213 -1.3463 0.22
H -1.6120 0.3363 2.6412 0.13

Relative energy (zero: lowest compared OMol25 entry of this formula, charge and spin)? In order: 5.268; 0.000; 1.614; 0.000; 1.497; 0.647; 1.556; 1.849 eV.